(A)
DFT (ωB97M-V/def2-TZVPD) results for the ion C3H11N2 with charge +1.

XYZ file:
```
16
Properties=species:S:1:pos:R:3:lowdin_charge:R:1
C 0.35 -1.31 0.38 -0.221
C 0.90 -0.32 -0.65 -0.188
C 0.80 1.13 -0.29 -0.118
N -0.70 1.47 -0.13 0.140
N -1.08 -1.06 0.70 -0.022
H 0.45 -2.34 0.03 0.122
H 0.85 -1.14 1.34 0.126
H 0.40 -0.57 -1.60 0.125
H 1.95 -0.64 -0.75 0.134
H 1.18 1.89 -0.97 0.132
H 1.16 1.25 0.74 0.136
H -1.20 1.52 -1.02 0.154
H -1.08 0.63 0.48 0.125
H -0.91 2.37 0.30 0.157
H -1.77 -1.20 -0.03 0.097
H -1.31 -1.68 1.46 0.101
```

Output
structure (SMILES)	NCCC[NH3+]
LUMO energy	-0.1181	Eh
charge	+1
gap between HOMO and LUMO	11.2978	eV
HOMO energy	-0.53328	Ha

(B)
DFT (ωB97M-V/def2-TZVPD) results for the ion C3H11N2 with charge +1.

XYZ file:
```
16
Properties=species:S:1:pos:R:3:lowdin_charge:R:1
N 1.05 0.34 1.15 0.145
C -0.24 1.07 0.95 -0.087
C -0.49 0.87 -0.60 -0.184
N 0.15 -0.33 -1.03 -0.160
C -0.46 -1.63 -0.75 -0.064
H 1.13 -0.17 0.19 0.107
H 1.83 0.94 1.40 0.161
H 1.02 -0.33 1.91 0.155
H -0.99 0.75 1.67 0.128
H -0.04 2.13 1.02 0.123
H -1.58 0.91 -0.76 0.131
H -0.16 1.76 -1.12 0.129
H 0.62 -0.29 -1.91 0.137
H -0.17 -2.06 0.21 0.084
H -0.12 -2.28 -1.55 0.099
H -1.55 -1.66 -0.77 0.096
```

Output
structure (SMILES)	CNCC[NH3+]
LUMO energy	-0.1201	Eh
charge	+1
gap between HOMO and LUMO	11.0073	eV
HOMO energy	-0.52461	Ha

(C)
DFT (ωB97M-V/def2-TZVPD) results for a cluster of 2 separate species, C3H11N2 in total.

XYZ file:
```
16
Properties=species:S:1:pos:R:3:lowdin_charge:R:1
N 0.37 1.90 0.78 0.291
H 0.84 0.93 0.69 0.092
H 0.43 2.26 1.73 0.150
H 0.83 2.51 0.11 0.147
H -0.62 1.79 0.52 0.131
C 1.79 -0.62 -0.07 -0.044
C 0.57 -1.19 0.01 -0.244
N -0.45 -1.01 -0.89 -0.078
C -1.85 -0.88 -0.51 -0.082
H 2.06 -0.01 -0.93 0.069
H 2.56 -0.97 0.60 0.065
H 0.35 -1.88 0.82 0.129
H -0.20 -0.32 -1.61 0.128
H -2.47 -1.02 -1.39 0.091
H -2.13 -1.61 0.24 0.093
H -2.10 0.12 -0.11 0.063
```

Output
LUMO energy	-0.1406	Eh
charge	+1
gap between HOMO and LUMO	8.8440	eV
HOMO energy	-0.46562	Ha

So which one wins? Going from most stable to least: (A), (B), (C).

(A)
DFT (ωB97M-V/def2-TZVPD) results for a cluster of 2 separate species, C3H11N2 in total.

XYZ file:
```
16
Properties=species:S:1:pos:R:3:lowdin_charge:R:1
C -1.46 1.27 -0.14 0.003
C -1.46 -0.93 0.59 -0.098
C 3.16 -0.47 -0.29 -0.087
N 2.09 0.06 0.02 0.025
N -1.13 -0.16 -0.54 -0.065
H -1.57 1.92 -0.96 0.092
H -2.32 1.30 0.46 0.082
H -0.63 1.64 0.47 0.111
H -0.78 -0.67 1.45 0.129
H -2.52 -0.94 0.91 0.123
H -1.10 -1.96 0.25 0.137
H 3.17 -1.14 -1.21 0.100
H 4.07 -0.12 0.10 0.063
H 2.34 0.68 0.75 0.037
H -0.11 0.01 -0.49 0.119
H -1.74 -0.48 -1.37 0.231
```

Output
LUMO energy	-0.1166	Eh
charge	+1
gap between HOMO and LUMO	11.5239	eV
HOMO energy	-0.54014	Ha

(B)
DFT (ωB97M-V/def2-TZVPD) results for a cluster of 2 separate species, C3H11N2 in total.

XYZ file:
```
16
Properties=species:S:1:pos:R:3:lowdin_charge:R:1
C 2.00 -0.83 0.78 -0.027
N 1.57 0.53 0.34 0.100
H 2.04 -1.52 -0.06 0.100
H 1.29 -1.21 1.48 0.092
H 2.99 -0.70 1.20 0.099
H 2.01 0.91 -0.49 0.162
H 0.49 0.52 0.16 0.084
H 1.69 1.22 1.07 0.160
C -1.54 -0.88 -0.53 -0.092
C -1.93 1.41 -0.60 0.009
N -1.07 0.51 -0.37 -0.122
H -1.06 -1.55 0.19 0.071
H -2.62 -0.94 -0.46 0.084
H -1.26 -1.20 -1.53 0.094
H -1.60 2.44 -0.69 0.085
H -3.01 1.28 -0.49 0.099
```

Output
LUMO energy	-0.1170	Eh
charge	+1
gap between HOMO and LUMO	11.3490	eV
HOMO energy	-0.53408	Ha

(C)
DFT (ωB97M-V/def2-TZVPD) results for a cluster of 2 separate species, C3H11N2 in total.

XYZ file:
```
16
Properties=species:S:1:pos:R:3:lowdin_charge:R:1
C -1.20 0.67 -2.15 0.103
N -1.23 1.00 -0.89 0.097
H -2.10 0.77 -2.80 0.123
H -0.30 0.28 -2.48 0.073
H -0.54 0.44 -0.01 0.089
H -2.13 1.40 -0.60 0.125
C 0.30 -1.71 0.63 -0.032
N 0.20 -0.22 1.00 -0.199
C 1.45 0.62 0.95 -0.058
H 0.73 -1.71 -0.40 0.093
H 0.88 -2.18 1.41 0.083
H -0.78 -1.97 0.65 0.096
H -0.52 -0.03 1.77 0.166
H 1.81 0.71 -0.03 0.065
H 2.23 0.31 1.61 0.079
H 1.20 1.61 1.33 0.096
```

Output
LUMO energy	-0.1636	Eh
charge	+1
gap between HOMO and LUMO	10.0539	eV
HOMO energy	-0.53307	Ha

(D)
DFT (ωB97M-V/def2-TZVPD) results for a cluster of 2 separate species, C3H11N2 in total.

XYZ file:
```
16
Properties=species:S:1:pos:R:3:lowdin_charge:R:1
C -1.93 0.55 0.14 -0.226
C 0.82 -0.67 0.65 0.262
C 2.22 -0.56 0.49 -0.236
N 2.44 0.40 -0.68 0.130
N -3.19 0.19 -0.38 -0.032
H -1.94 0.94 1.16 0.088
H -1.30 1.26 -0.44 0.070
H 0.48 -0.74 1.68 0.138
H 0.34 -1.23 -0.14 0.114
H 2.78 -1.49 0.34 0.181
H 2.80 -0.03 1.25 0.146
H 2.49 -0.06 -1.59 0.110
H 1.55 0.92 -0.73 0.079
H -3.20 -0.25 -1.29 0.074
H -3.99 0.79 -0.24 0.080
H -1.27 -0.34 0.09 0.024
```

Output
LUMO energy	-0.3030	Eh
charge	+1
gap between HOMO and LUMO	4.1031	eV
HOMO energy	-0.45380	Ha

So which one wins? Going from most stable to least: (B), (C), (A), (D).

(A)
DFT (ωB97M-V/def2-TZVPD) results for an isolated molecule of C4H11NO.

XYZ file:
```
17
Properties=species:S:1:pos:R:3:lowdin_charge:R:1
C 1.32 1.49 -0.99 -0.059
C 0.91 0.77 0.36 -0.197
C 0.22 -0.52 0.20 -0.467
C -1.35 -0.50 0.11 -0.256
H 2.28 1.97 -1.10 0.054
H 0.51 2.24 -1.33 0.105
H 1.44 0.67 -1.67 0.026
H 0.45 1.42 1.06 0.104
H 1.72 0.47 0.88 0.067
H 0.10 -1.13 1.14 0.139
H 1.66 -0.94 -1.26 0.091
H 1.09 -2.21 -0.30 0.107
H -1.57 -1.65 0.01 0.145
H -1.69 0.02 -0.77 0.104
H -1.72 -0.24 1.97 0.081
N 0.76 -1.35 -0.84 0.017
O -2.03 0.17 1.15 -0.061
```

Output
structure (SMILES)	CC[C@H](N)CO
LUMO energy	0.0311	Eh
charge	0
gap between HOMO and LUMO	10.0217	eV
HOMO energy	-0.33715	Ha

(B)
DFT (ωB97M-V/def2-TZVPD) results for a cluster of 2 separate species, C4H11NO in total.

XYZ file:
```
17
Properties=species:S:1:pos:R:3:lowdin_charge:R:1
C 2.12 -0.29 -0.68 -0.147
N 0.84 -0.14 0.00 -0.173
C 0.92 -0.20 1.47 -0.133
H 2.95 0.27 -0.25 0.073
H 2.45 -1.33 -0.72 0.076
H 2.03 0.22 -1.64 0.071
H 0.13 -0.79 -0.28 0.049
H 0.33 -0.99 1.92 0.073
H 0.70 0.78 1.89 0.066
H 1.93 -0.42 1.83 0.065
O -1.98 -1.38 -0.29 0.020
C -2.12 -0.22 0.03 -0.345
C -1.96 0.91 -0.91 -0.068
H -2.62 -0.07 1.01 0.124
H -1.33 0.73 -1.77 0.078
H -1.44 1.69 -0.36 0.080
H -2.96 1.24 -1.24 0.090
```

Output
structure (SMILES)	CC=O.CNC
LUMO energy	0.0378	Eh
charge	0
gap between HOMO and LUMO	9.7003	eV
HOMO energy	-0.31866	Ha

So which one wins? Going from most stable to least: (B), (A).

(A)
DFT (ωB97M-V/def2-TZVPD) results for a cluster of 2 separate species, C4H11NO in total.

XYZ file:
```
17
Properties=species:S:1:pos:R:3:lowdin_charge:R:1
C 0.29 1.33 1.28 -0.060
C -0.45 0.87 0.06 -0.353
C 0.05 0.03 -0.85 -0.179
N 1.25 -0.65 -0.70 0.027
C -1.85 1.41 -0.13 -0.077
H 1.32 0.96 1.28 0.059
H 0.34 2.40 1.28 0.076
H -0.13 1.02 2.22 0.078
H -0.35 -0.14 -1.84 0.118
H 1.96 -0.45 -0.01 0.077
H 1.73 -0.95 -1.53 0.076
H -1.81 2.47 -0.34 0.074
H -2.39 0.80 -0.85 0.074
H -2.43 1.28 0.75 0.057
H 1.28 -4.09 -0.12 0.031
H 0.56 -2.86 -0.64 0.003
O 0.62 -3.43 0.14 -0.080
```

Output
structure (SMILES)	CC(C)=CN.O
LUMO energy	0.0295	Eh
charge	0
gap between HOMO and LUMO	8.4861	eV
HOMO energy	-0.28239	Ha

(B)
DFT (ωB97M-V/def2-TZVPD) results for a cluster of 2 separate species, C4H11NO in total.

XYZ file:
```
17
Properties=species:S:1:pos:R:3:lowdin_charge:R:1
N 1.01 -1.30 0.70 -0.057
C 1.69 0.03 0.51 -0.202
C 0.64 1.13 0.62 -0.168
C -0.77 0.38 0.75 -0.176
C -0.43 -1.06 0.68 -0.272
H 1.28 -1.73 1.56 0.084
H 2.50 0.25 1.21 0.103
H 2.06 -0.05 -0.52 0.095
H 0.79 1.74 1.51 0.092
H 0.53 1.78 -0.26 0.092
H -1.05 0.65 1.77 0.096
H -1.48 0.84 0.07 0.095
H -0.92 -1.60 1.53 0.115
H -0.94 -1.56 -0.15 0.096
H -2.33 0.09 -3.60 0.033
H -1.02 0.58 -3.29 0.019
O -1.56 -0.17 -3.08 -0.047
```

Output
structure (SMILES)	C1CCNC1.O
LUMO energy	0.0285	Eh
charge	0
gap between HOMO and LUMO	9.2855	eV
HOMO energy	-0.31272	Ha

(C)
DFT (ωB97M-V/def2-TZVPD) results for an isolated molecule of C4H11NO.

XYZ file:
```
17
Properties=species:S:1:pos:R:3:lowdin_charge:R:1
C 2.11 -0.32 0.29 -0.269
O 1.92 -0.60 1.67 -0.071
C 0.77 0.25 -0.29 -0.190
C -0.41 -0.58 0.25 -0.220
C -1.74 -0.25 -0.51 -0.302
N -1.84 1.16 -0.82 -0.018
H 2.90 0.41 0.06 0.113
H 2.33 -1.25 -0.25 0.110
H 2.29 0.18 2.09 0.086
H 0.75 1.26 0.12 0.099
H 0.58 0.28 -1.37 0.108
H -0.18 -1.65 0.15 0.111
H -0.67 -0.47 1.30 0.100
H -2.54 -0.63 0.13 0.096
H -1.67 -0.81 -1.46 0.111
H -2.61 1.38 -1.42 0.064
H -1.99 1.67 0.04 0.072
```

Output
structure (SMILES)	NCCCCO
LUMO energy	0.0378	Eh
charge	0
gap between HOMO and LUMO	10.2480	eV
HOMO energy	-0.33882	Ha

So which one wins? Going from most stable to least: (A), (C), (B).

(A)
DFT (ωB97M-V/def2-TZVPD) results for a cluster of 2 separate species, C4H11NO in total.

XYZ file:
```
17
Properties=species:S:1:pos:R:3:lowdin_charge:R:1
C -2.46 -1.42 -0.42 -0.116
C -0.99 -1.75 -0.63 -0.210
C -0.05 -0.75 0.03 -0.438
C -0.37 0.01 1.08 0.015
N 1.19 -0.65 -0.59 0.077
H -2.80 -0.49 -0.87 0.078
H -2.71 -1.48 0.63 0.061
H -3.05 -2.18 -0.95 0.072
H -0.71 -1.80 -1.66 0.093
H -0.82 -2.72 -0.15 0.116
H -1.32 0.03 1.56 0.042
H 0.40 0.73 1.37 0.049
H 1.77 0.10 -0.26 0.078
H 1.57 -1.39 -1.14 0.083
H 3.74 5.20 0.28 0.034
H 3.46 3.83 0.84 0.027
O 3.14 4.74 0.87 -0.061
```

Output
structure (SMILES)	C=C(N)CC.O
LUMO energy	0.0262	Eh
charge	0
gap between HOMO and LUMO	8.6589	eV
HOMO energy	-0.29198	Ha

(B)
DFT (ωB97M-V/def2-TZVPD) results for a cluster of 2 separate species, C4H11NO in total.

XYZ file:
```
17
Properties=species:S:1:pos:R:3:lowdin_charge:R:1
C 0.53 -2.36 -0.01 -0.175
C 1.85 -2.71 -0.68 -0.172
H 0.46 -1.26 0.16 0.018
H -0.31 -2.78 -0.54 0.052
H 0.51 -2.76 1.08 0.097
H 2.55 -3.30 -0.10 0.055
H 2.33 -1.73 -0.94 0.070
H 1.67 -3.30 -1.56 0.053
C 0.73 1.33 0.30 -0.030
C -0.75 1.55 0.21 -0.607
O -1.33 2.24 1.04 0.023
N -1.50 0.83 -0.68 0.148
H 1.32 2.23 0.37 0.075
H 1.11 0.66 -0.61 0.108
H -2.48 0.71 -0.45 0.117
H -0.96 0.14 -1.18 0.077
H 0.95 0.88 1.28 0.092
```

Output
structure (SMILES)	CC(N)=O.CC
LUMO energy	0.0299	Eh
charge	0
gap between HOMO and LUMO	10.5591	eV
HOMO energy	-0.35817	Ha

So which one wins? Going from most stable to least: (B), (A).